(1)
{
  "formula": "C29H38N4O8W",
  "method": "the ωB97M-V functional and the def2-TZVPD basis",
  "symbols": ["W", "C", "C", "C", "C", "C", "C", "C", "C", "C", "C", "C", "C", "C", "C", "C", "C", "C", "H", "H", "H", "H", "H", "H", "H", "H", "H", "H", "H", "H", "H", "H", "H", "H", "H", "H", "H", "H", "H", "H", "H", "H", "H", "H", "H", "H", "H", "O", "N", "N", "O", "C", "C", "C", "C", "C", "C", "H", "H", "H", "H", "H", "O", "C", "O", "C", "C", "N", "N", "C", "C", "O", "O", "H", "H", "H", "O", "C", "O", "H"],
  "xyz": [[0.277, -0.078, 0.508], [1.349, -0.098, 2.597], [2.022, -1.075, 1.784], [2.643, -0.344, 0.710], [2.338, 1.035, 0.938], [1.626, 1.204, 2.137], [1.387, 2.496, 2.882], [1.252, 3.701, 1.951], [2.666, 2.675, 3.726], [0.187, 2.412, 3.827], [3.658, -0.661, -0.399], [5.033, -0.277, 0.187], [3.738, -2.102, -0.907], [3.406, 0.226, -1.630], [2.173, -2.523, 2.275], [1.699, -3.606, 1.293], [1.394, -2.735, 3.583], [3.657, -2.713, 2.639], [0.741, -0.335, 3.453], [2.601, 1.834, 0.267], [2.094, 3.773, 1.260], [1.247, 4.612, 2.552], [0.326, 3.671, 1.381], [3.549, 2.762, 3.090], [2.812, 1.832, 4.404], [2.581, 3.585, 4.323], [-0.738, 2.246, 3.281], [0.103, 3.351, 4.378], [0.315, 1.614, 4.562], [5.282, -0.888, 1.054], [5.048, 0.771, 0.494], [5.807, -0.421, -0.569], [3.936, -2.827, -0.125], [4.563, -2.157, -1.619], [2.832, -2.396, -1.429], [3.538, 1.287, -1.417], [2.406, 0.082, -2.038], [4.132, -0.035, -2.401], [0.624, -3.752, 1.386], [2.189, -4.552, 1.533], [1.904, -3.362, 0.258], [0.328, -2.568, 3.447], [1.768, -2.095, 4.385], [1.533, -3.771, 3.896], [4.316, -2.693, 1.776], [3.784, -3.676, 3.135], [3.982, -1.931, 3.330], [-0.892, 1.397, 1.140], [-1.231, 2.406, 0.285], [-0.432, 2.350, -0.786], [0.342, 1.227, -0.974], [-0.226, 3.423, -1.640], [-0.837, 4.654, -1.374], [-0.631, 5.711, -2.243], [0.172, 5.566, -3.368], [0.767, 4.339, -3.624], [0.573, 3.263, -2.774], [-1.457, 4.759, -0.496], [-1.103, 6.662, -2.034], [0.328, 6.400, -4.038], [1.390, 4.211, -4.500], [1.025, 2.302, -2.975], [-4.828, -3.231, 0.535], [-4.881, -2.334, -0.440], [-5.843, -2.209, -1.152], [-3.689, -1.459, -0.628], [-3.552, -0.515, -1.632], [-2.355, 0.065, -1.483], [-1.697, -0.459, -0.456], [-2.482, -1.375, 0.084], [-1.876, -2.074, 1.236], [-2.419, -3.015, 1.798], [-0.716, -1.590, 1.555], [-3.968, -3.225, 1.033], [-4.230, -0.249, -2.424], [-1.856, 0.675, -2.116], [-0.136, -0.884, -2.886], [0.385, -1.680, -2.142], [0.636, -1.540, -0.864], [0.695, -2.676, -2.504]],
  "molar_mass_g_mol": 754.5,
  "homo_lumo_gap_ev": [6.7, 7.4],
  "homo_ev": [-6.675, -8.443],
  "relative_energy_kj_mol": 0.00,
  "spin_multiplicity": 3
}


(2)
{
  "formula": "C29H39F21O20P2",
  "method": "the ωB97M-V functional and the def2-TZVPD basis",
  "symbols": ["O", "C", "O", "O", "P", "P", "O", "O", "O", "H", "H", "H", "H", "C", "C", "O", "C", "O", "C", "F", "F", "F", "H", "H", "H", "H", "H", "C", "C", "O", "C", "O", "C", "F", "F", "F", "H", "H", "H", "H", "H", "C", "C", "O", "C", "O", "C", "F", "F", "F", "H", "H", "H", "H", "H", "C", "C", "O", "C", "O", "C", "F", "F", "F", "H", "H", "H", "H", "H", "C", "C", "O", "C", "O", "C", "F", "F", "F", "H", "H", "H", "H", "H", "C", "C", "O", "C", "O", "C", "F", "F", "F", "H", "H", "H", "H", "H", "C", "C", "O", "C", "O", "C", "F", "F", "F", "H", "H", "H", "H", "H"],
  "xyz": [[-1.703, 1.859, -0.438], [-0.631, 2.403, -0.718], [-0.648, 3.478, -1.654], [0.630, 2.070, -0.128], [1.431, 3.597, 0.102], [2.947, 3.459, 1.684], [4.292, 3.917, 1.107], [3.029, 1.953, 2.457], [2.531, 4.656, 2.878], [0.042, 3.308, -2.345], [0.386, 4.469, 0.569], [3.466, 1.270, 1.893], [1.596, 4.876, 2.706], [-2.308, 10.279, 1.308], [-0.948, 10.006, 0.698], [-0.265, 8.967, 1.420], [-0.618, 7.707, 1.115], [-1.453, 7.412, 0.300], [0.215, 6.712, 1.916], [0.313, 7.047, 3.216], [1.474, 6.631, 1.447], [-0.304, 5.451, 1.882], [-2.212, 10.505, 2.373], [-2.793, 11.120, 0.810], [-2.960, 9.407, 1.226], [-0.326, 10.900, 0.772], [-1.024, 9.755, -0.363], [-2.519, -0.920, -0.853], [-1.303, -1.444, -1.590], [-1.252, -2.880, -1.537], [-2.026, -3.532, -2.424], [-2.740, -2.993, -3.228], [-1.836, -5.040, -2.288], [-1.852, -5.450, -1.003], [-0.655, -5.447, -2.800], [-2.789, -5.744, -2.921], [-2.539, -1.300, 0.172], [-2.511, 0.172, -0.827], [-3.443, -1.249, -1.333], [-0.395, -1.080, -1.103], [-1.276, -1.093, -2.625], [-3.726, 3.901, -1.339], [-5.192, 4.259, -1.481], [-5.570, 4.313, -2.866], [-5.836, 3.130, -3.452], [-5.768, 2.067, -2.894], [-6.269, 3.338, -4.900], [-5.477, 4.212, -5.554], [-7.524, 3.825, -4.982], [-6.252, 2.200, -5.615], [-3.105, 4.593, -1.914], [-3.419, 3.937, -0.292], [-3.525, 2.900, -1.723], [-5.369, 5.255, -1.068], [-5.832, 3.565, -0.931], [-2.077, -5.894, -5.930], [-1.207, -5.058, -6.847], [-0.008, -5.768, -7.197], [-0.125, -6.673, -8.188], [-1.150, -6.912, -8.770], [1.227, -7.313, -8.488], [1.886, -7.673, -7.367], [2.042, -6.471, -9.156], [1.121, -8.421, -9.239], [-1.512, -6.214, -5.053], [-2.949, -5.325, -5.601], [-2.425, -6.799, -6.432], [-0.894, -4.149, -6.329], [-1.749, -4.745, -7.744], [4.800, -3.290, -0.994], [3.365, -3.212, -0.511], [3.311, -3.226, 0.925], [3.545, -2.050, 1.536], [3.796, -1.023, 0.957], [3.408, -2.198, 3.048], [4.033, -3.296, 3.516], [2.118, -2.302, 3.425], [3.921, -1.152, 3.718], [5.302, -4.161, -0.566], [4.837, -3.360, -2.083], [5.369, -2.410, -0.685], [2.814, -4.090, -0.854], [2.851, -2.334, -0.910], [4.240, 4.205, 5.590], [2.805, 4.276, 6.065], [2.742, 4.256, 7.501], [2.969, 5.432, 8.118], [3.218, 6.460, 7.546], [2.823, 5.276, 9.629], [3.449, 4.178, 10.097], [1.530, 5.166, 9.998], [3.328, 6.320, 10.308], [4.742, 3.333, 6.017], [4.278, 4.142, 4.504], [4.807, 5.083, 5.905], [2.259, 3.397, 5.714], [2.290, 5.154, 5.666], [-1.142, -8.435, 0.413], [0.236, -7.826, 0.583], [0.582, -7.731, 1.974], [1.047, -8.860, 2.545], [1.176, -9.907, 1.968], [1.420, -8.605, 4.002], [0.478, -7.898, 4.659], [2.568, -7.905, 4.109], [1.597, -9.741, 4.698], [-1.883, -7.875, 0.990], [-1.437, -8.433, -0.638], [-1.166, -9.464, 0.777], [0.237, -6.807, 0.190], [0.995, -8.385, 0.031]],
  "molar_mass_g_mol": 1168.5,
  "homo_lumo_gap_ev": 9.4,
  "homo_ev": -10.196
}


(3)
{
  "formula": "C29H39FMnN4O2S",
  "method": "the ωB97M-V functional and the def2-TZVPD basis",
  "symbols": ["Mn", "N", "C", "C", "N", "C", "C", "N", "H", "H", "H", "H", "H", "H", "H", "H", "H", "H", "H", "H", "H", "C", "C", "C", "C", "C", "C", "C", "C", "C", "C", "C", "C", "N", "C", "C", "C", "C", "C", "C", "F", "H", "H", "H", "H", "H", "H", "H", "H", "H", "H", "H", "H", "H", "H", "H", "H", "H", "H", "H", "H", "H", "O", "C", "O", "C", "C", "C", "C", "S", "C", "C", "H", "H", "H", "H", "H"],
  "xyz": [[0.104, 0.258, 0.567], [0.409, 2.519, 0.529], [0.934, 3.061, 1.791], [0.317, 2.326, 2.973], [0.497, 0.875, 2.904], [1.725, 0.330, 3.471], [2.862, 0.320, 2.454], [2.385, -0.212, 1.176], [0.911, 2.895, -0.267], [-0.564, 2.799, 0.407], [0.723, 4.130, 1.896], [2.018, 2.948, 1.781], [-0.758, 2.513, 2.966], [0.719, 2.739, 3.907], [-0.320, 0.433, 3.306], [1.515, -0.700, 3.767], [2.042, 0.866, 4.374], [3.701, -0.252, 2.864], [3.230, 1.332, 2.283], [2.396, -1.229, 1.159], [2.987, 0.072, 0.413], [-0.146, -2.643, 2.328], [-0.256, -3.503, 1.071], [-1.603, -3.301, 0.381], [0.992, -3.401, 0.200], [1.922, -4.427, 0.362], [3.100, -4.460, -0.357], [3.357, -3.448, -1.263], [2.471, -2.391, -1.462], [2.912, -1.376, -2.524], [2.931, 0.097, -2.107], [2.200, -1.542, -3.870], [1.268, -2.357, -0.710], [0.393, -1.249, -0.828], [-0.423, -1.239, -1.931], [-0.787, -2.348, -2.713], [-1.624, -2.220, -3.810], [-2.139, -0.989, -4.189], [-1.789, 0.138, -3.451], [-0.959, -0.023, -2.374], [-0.556, 1.104, -1.678], [-1.010, -2.792, 2.977], [-0.117, -1.576, 2.091], [0.760, -2.886, 2.890], [-0.251, -4.538, 1.429], [-1.813, -2.257, 0.161], [-2.398, -3.667, 1.034], [-1.656, -3.861, -0.552], [1.701, -5.223, 1.064], [3.807, -5.268, -0.220], [4.276, -3.469, -1.836], [3.956, -1.641, -2.712], [1.977, 0.413, -1.689], [3.140, 0.721, -2.978], [3.730, 0.293, -1.386], [1.194, -1.130, -3.861], [2.128, -2.594, -4.152], [2.767, -1.021, -4.644], [-0.380, -3.317, -2.456], [-1.876, -3.105, -4.381], [-2.796, -0.898, -5.042], [-2.138, 1.129, -3.712], [-4.784, 6.421, -0.474], [-4.307, 6.022, 0.731], [-4.288, 6.795, 1.648], [-3.828, 4.615, 0.829], [-3.463, 3.845, -0.271], [-2.996, 2.550, -0.110], [-2.874, 1.980, 1.162], [-2.267, 0.354, 1.413], [-3.266, 2.760, 2.263], [-3.721, 4.052, 2.102], [-4.859, 5.664, -1.064], [-3.505, 4.247, -1.278], [-2.733, 1.962, -0.978], [-3.199, 2.328, 3.254], [-4.004, 4.650, 2.958]],
  "molar_mass_g_mol": 581.7,
  "homo_lumo_gap_ev": [7.2, 7.4],
  "homo_ev": [-7.002, -7.213],
  "relative_energy_kj_mol": 0.00,
  "spin_multiplicity": 6
}


(4)
{
  "formula": "C29H39N2O3S",
  "method": "the ωB97M-V functional and the def2-TZVPD basis",
  "symbols": ["C", "C", "O", "C", "C", "S", "C", "C", "O", "H", "H", "H", "H", "H", "H", "H", "H", "H", "H", "H", "H", "C", "N", "C", "O", "C", "C", "C", "C", "C", "C", "C", "C", "N", "C", "C", "C", "C", "C", "C", "C", "C", "C", "C", "C", "C", "C", "H", "H", "H", "H", "H", "H", "H", "H", "H", "H", "H", "H", "H", "H", "H", "H", "H", "H", "H", "H", "H", "H", "H", "H", "H", "H", "H"],
  "xyz": [[1.788, 2.718, -5.734], [2.033, 2.779, -4.258], [0.768, 2.389, -3.580], [0.878, 2.130, -2.269], [-0.424, 1.558, -1.569], [-0.292, 3.112, 0.076], [0.430, 4.611, -0.627], [-2.031, 3.572, 0.097], [1.978, 2.168, -1.738], [2.615, 3.205, -6.231], [1.748, 1.699, -6.073], [0.877, 3.217, -6.009], [2.813, 2.098, -3.917], [2.253, 3.792, -3.906], [-1.322, 2.091, -1.979], [1.474, 4.409, -0.887], [-0.162, 4.972, -1.474], [0.374, 5.302, 0.218], [-2.658, 2.683, 0.231], [-2.104, 4.214, 0.979], [-2.299, 4.120, -0.814], [0.240, -4.605, 3.381], [0.099, -3.222, 3.012], [0.025, -2.219, 3.929], [0.084, -2.370, 5.145], [-0.147, -0.910, 3.211], [1.001, 0.078, 3.414], [1.143, 0.487, 4.865], [2.358, 0.315, 5.526], [2.471, 0.596, 6.890], [1.364, 1.100, 7.593], [0.159, 1.317, 6.920], [0.045, 1.026, 5.557], [-0.280, -1.366, 1.770], [-0.484, -0.534, 0.726], [-0.680, -0.821, -0.596], [-0.610, 0.200, -1.628], [-0.893, -0.252, -2.953], [-1.215, 0.604, -4.003], [-1.594, 0.169, -5.248], [-1.653, -1.196, -5.567], [-2.048, -1.793, -6.880], [-1.291, -2.082, -4.532], [-0.859, -1.614, -3.262], [-0.170, -2.837, 1.645], [1.010, -3.234, 0.727], [-1.494, -3.464, 1.149], [0.461, -4.669, 4.445], [-0.681, -5.163, 3.172], [1.058, -5.061, 2.813], [-1.099, -0.433, 3.506], [1.942, -0.391, 3.077], [0.824, 0.969, 2.779], [3.211, -0.082, 4.963], [3.416, 0.415, 7.405], [1.447, 1.313, 8.659], [-0.710, 1.710, 7.457], [-0.895, 1.183, 5.025], [-0.432, 0.538, 1.018], [-0.851, -1.888, -0.821], [-0.205, 1.175, -0.617], [-1.154, 1.670, -3.872], [-1.851, 0.872, -6.037], [-1.914, -2.861, -6.810], [-3.089, -1.596, -7.086], [-1.449, -1.415, -7.695], [-1.322, -3.203, -4.752], [-0.475, -2.406, -2.610], [1.954, -2.912, 1.186], [1.022, -4.323, 0.616], [0.927, -2.778, -0.266], [-2.242, -3.384, 1.945], [-1.889, -2.972, 0.258], [-1.321, -4.519, 0.915]],
  "total_charge": 1,
  "molar_mass_g_mol": 495.7,
  "homo_lumo_gap_ev": 5.0,
  "homo_ev": -9.654
}


(5)
{
  "formula": "C29H39N3O10S",
  "method": "the ωB97M-V functional and the def2-TZVPD basis",
  "symbols": ["C", "C", "C", "N", "C", "C", "C", "C", "O", "C", "C", "C", "C", "C", "C", "C", "C", "C", "N", "S", "N", "C", "H", "H", "H", "H", "H", "H", "H", "H", "H", "H", "H", "H", "H", "H", "H", "C", "C", "O", "C", "O", "O", "C", "H", "H", "H", "H", "H", "H", "H", "H", "C", "C", "O", "C", "O", "O", "C", "H", "H", "H", "H", "H", "H", "H", "H", "C", "C", "O", "C", "O", "O", "C", "H", "H", "H", "H", "H", "H", "H", "H"],
  "xyz": [[2.182, -2.197, 2.406], [0.937, -1.409, 1.899], [-0.035, -0.784, 2.984], [0.597, -1.240, 0.650], [1.391, -0.308, -0.056], [1.709, -0.606, -1.460], [1.138, -1.946, -2.044], [1.732, -3.236, -1.378], [0.944, -4.108, -1.045], [3.236, -3.524, -1.146], [3.615, -4.945, -0.934], [5.016, -5.274, -0.688], [6.105, -4.289, -0.644], [5.728, -2.879, -0.850], [4.310, -2.532, -1.115], [2.504, 0.301, -2.359], [3.027, 1.566, -1.872], [2.728, 1.913, -0.438], [3.165, 3.099, 0.159], [2.526, 2.959, 1.700], [1.716, 1.501, 1.742], [1.916, 0.990, 0.471], [3.153, -1.896, 1.937], [2.242, -2.069, 3.527], [1.998, -3.303, 2.253], [0.404, -0.907, 4.015], [-0.305, 0.272, 2.743], [-0.985, -1.395, 2.903], [1.210, -1.946, -3.165], [0.037, -1.943, -1.786], [2.816, -5.731, -0.943], [5.264, -6.348, -0.510], [7.173, -4.535, -0.454], [6.474, -2.042, -0.827], [4.097, -1.451, -1.270], [2.658, -0.056, -3.412], [3.616, 2.258, -2.514], [-3.890, 3.216, -4.170], [-2.410, 2.970, -4.387], [-1.645, 3.371, -3.243], [-1.669, 2.523, -2.209], [-2.258, 1.472, -2.166], [-0.943, 3.055, -1.218], [-0.962, 2.292, -0.012], [-4.069, 4.255, -3.883], [-4.455, 2.997, -5.078], [-4.280, 2.592, -3.365], [-2.059, 3.578, -5.223], [-2.208, 1.927, -4.639], [-0.678, 1.256, -0.194], [-1.951, 2.344, 0.448], [-0.240, 2.732, 0.672], [-10.643, 3.936, -6.264], [-9.162, 3.692, -6.473], [-8.403, 4.096, -5.325], [-8.431, 3.249, -4.290], [-9.017, 2.198, -4.247], [-7.712, 3.786, -3.295], [-7.737, 3.024, -2.088], [-10.825, 4.974, -5.979], [-11.203, 3.713, -7.174], [-11.037, 3.312, -5.459], [-8.808, 4.299, -7.307], [-8.956, 2.649, -6.722], [-7.448, 1.988, -2.266], [-8.728, 3.075, -1.636], [-7.018, 3.470, -1.402], [4.656, -3.775, 9.125], [4.972, -4.069, 7.672], [4.356, -3.110, 6.803], [4.967, -1.922, 6.730], [5.973, -1.604, 7.312], [4.252, -1.136, 5.914], [4.743, 0.202, 5.821], [3.577, -3.698, 9.275], [5.050, -4.560, 9.772], [5.090, -2.824, 9.439], [4.561, -5.042, 7.400], [6.049, -4.113, 7.495], [5.800, 0.218, 5.554], [4.577, 0.727, 6.762], [4.181, 0.706, 5.036]],
  "molar_mass_g_mol": 621.7,
  "homo_lumo_gap_ev": 6.7,
  "homo_ev": -7.546
}


| no. | total energy (eV) |
| --- | --- |
| 1 | -54855.79971 |
| 2 | -147302.77809 |
| 3 | -85637.58540 |
| 4 | -50652.60521 |
| 5 | -66482.27740 |